This record from the Open Molecules 2025 dataset describes an isolated molecule of C16H18ClN3O3 in a non-equilibrium geometry. The level of theory is ωB97M-V/def2-TZVPD.

Calculated values
- max |F| (hartree/bohr) = 0.0197
- HOMO level (eV) = -8.555
- lowest unoccupied orbital energy (eV) = -0.1
- SMILES = COCCNC(=O)CCn1nc(-c2ccc(Cl)cc2)ccc1=O
- relative energy (zero: lowest compared OMol25 entry of this formula, charge and spin) (kcal/mol) = 0.9
- energy (Ha) = -1470.68478
- Kohn-Sham gap (eV) = 8.43

Cartesian coordinates (Å):
C 5.7979 3.8037 -0.2823
O 5.0648 2.8719 0.4681
C 5.4801 1.5408 0.2570
C 4.6085 0.6247 1.1151
N 3.2290 0.6677 0.6967
C 2.6575 -0.3306 -0.0079
O 3.2146 -1.3777 -0.2599
C 1.2130 -0.0436 -0.3967
C 0.3045 -0.2699 0.8167
N -1.0527 0.1490 0.5284
N -1.9045 -0.8095 0.2498
C -3.1471 -0.5308 -0.0367
C -4.0233 -1.6658 -0.3394
C -5.4079 -1.5846 -0.2020
C -6.2112 -2.6701 -0.4952
C -5.6327 -3.8518 -0.9310
Cl -6.6359 -5.2065 -1.3050
C -4.2558 -3.9573 -1.0653
C -3.4612 -2.8693 -0.7688
C -3.5930 0.8252 -0.0623
C -2.7132 1.8126 0.2202
C -1.3353 1.5124 0.5409
O -0.4587 2.3196 0.7989
H 5.3933 4.7845 -0.0422
H 6.8635 3.7732 -0.0228
H 5.6942 3.6180 -1.3588
H 6.5373 1.4205 0.5387
H 5.3724 1.2715 -0.8049
H 4.9465 -0.4083 1.0117
H 4.6782 0.9408 2.1591
H 2.7624 1.5578 0.7845
H 0.9238 -0.7173 -1.2038
H 1.1144 0.9906 -0.7289
H 0.6627 0.3256 1.6608
H 0.2754 -1.3268 1.0828
H -5.8704 -0.6784 0.1578
H -7.2821 -2.6034 -0.3840
H -3.8160 -4.8833 -1.4007
H -2.3896 -2.9344 -0.8676
H -4.6134 1.0537 -0.3280
H -2.9901 2.8556 0.2070

Forces on atoms 1 to 6 (eV/Å):
C 0.0 0.1 -0.1
O -0.2 -0.2 0.2
C 0.0 -0.3 0.1
C 0.4 0.2 -0.2
N 0.2 0.5 0.2
C -0.6 0.2 -0.2